P) {"formula": "CH6N2", "method": "ωB97M-V/def2-TZVPD", "smiles": "CNN", "gap_ev": 10.16, "e_homo_ev": -9.04, "e_lumo_ha": 0.0412, "symbols": ["C", "N", "N", "H", "H", "H", "H", "H", "H"], "positions_angstrom": [[1.122, -0.113, 0.065], [-1.543, 0.232, -0.006], [-0.471, -0.710, -0.020], [1.081, 0.708, 0.913], [1.731, -0.965, 0.351], [1.453, 0.524, -0.796], [-1.415, 0.526, 0.936], [-1.282, 1.025, -0.526], [-0.678, -1.225, -0.917]], "lowdin_charge": [-0.06, -0.06, -0.20, 0.08, 0.04, 0.05, 0.04, 0.03, 0.09]}

Q) {"formula": "CH6N2", "method": "ωB97M-V/def2-TZVPD", "gap_ev": [8.48, 8.62], "e_homo_ev": [-7.42, -7.52], "e_lumo_ha": [0.0388, 0.0403], "symbols": ["C", "N", "N", "H", "H", "H", "H", "H", "H"], "positions_angstrom": [[-0.077, -1.195, 0.343], [-0.194, 1.514, -0.855], [-0.629, 0.883, 0.249], [0.572, -1.514, 1.189], [-1.147, -1.434, 0.414], [0.416, -1.017, -0.593], [0.769, 1.590, -0.818], [-0.707, 1.201, -1.682], [-1.535, 0.592, 0.174]], "lowdin_charge": [0.03, -0.07, -0.10, 0.01, 0.01, -0.02, 0.05, 0.09, -0.01]}

Short version: Q) is the least stable of them.

P) {"formula": "C5H6N3", "method": "ωB97M-V/def2-TZVPD", "smiles": "[NH2+]=C1N=C=CCC=N1", "gap_ev": 8.15, "total_charge": 1, "e_homo_ev": -13.47, "e_lumo_ha": -0.1955, "symbols": ["C", "C", "C", "C", "C", "N", "N", "N", "H", "H", "H", "H", "H", "H"], "positions_angstrom": [[-0.591, 1.320, -0.154], [-0.460, -1.161, -0.302], [1.541, 0.114, 0.001], [-1.713, -0.399, 0.285], [-1.919, 1.126, -0.119], [0.640, 1.170, -0.018], [0.804, -1.014, -0.245], [2.833, 0.203, 0.134], [-0.747, -2.047, -0.861], [-2.584, -0.945, -0.078], [-1.674, -0.467, 1.377], [-2.798, 1.644, -0.412], [3.385, -0.643, 0.172], [3.282, 1.100, 0.220]], "lowdin_charge": [-0.03, -0.02, -0.32, -0.09, 0.07, 0.20, 0.15, 0.26, 0.13, 0.12, 0.13, 0.11, 0.15, 0.15]}

Q) {"formula": "C5H6N3", "method": "ωB97M-V/def2-TZVPD", "smiles": "C=NC[C@@H](C#N)C#[NH+]", "gap_ev": 9.01, "total_charge": 1, "e_homo_ev": -13.41, "e_lumo_ha": -0.1618, "symbols": ["C", "C", "C", "C", "C", "N", "N", "N", "H", "H", "H", "H", "H", "H"], "positions_angstrom": [[0.360, -0.983, 1.617], [-0.680, 1.252, 1.667], [-0.798, 0.208, -0.528], [0.793, 0.285, -2.510], [0.228, 0.216, 0.983], [0.489, -2.065, 1.986], [-1.270, 2.133, 2.095], [-0.139, 0.397, -1.617], [-1.505, 0.980, -0.365], [-1.225, -0.782, -0.510], [1.858, 0.249, -2.496], [0.576, -2.971, 2.489], [0.215, 0.271, -3.483], [1.099, 0.810, 0.672]], "lowdin_charge": [-0.03, -0.19, -0.12, 0.11, -0.13, 0.37, 0.20, -0.01, 0.12, 0.14, 0.08, 0.19, 0.12, 0.17]}

Short version: Q) is the least stable of them.

P) {"formula": "C4H9S", "method": "ωB97M-V/def2-TZVPD", "gap_ev": 5.59, "total_charge": -1, "e_homo_ev": -1.99, "e_lumo_ha": 0.1324, "symbols": ["C", "S", "H", "H", "H", "C", "C", "C", "H", "H", "H", "H", "H", "H"], "positions_angstrom": [[-1.341, -0.497, -2.042], [-1.957, 0.909, -3.024], [-0.253, -0.534, -2.034], [-1.885, -1.402, -2.339], [-1.704, -0.474, -0.991], [1.237, -0.795, 1.190], [0.684, 0.510, 1.666], [0.420, 1.520, 0.830], [0.914, -1.047, 0.184], [0.980, -1.683, 1.778], [2.331, -0.750, 1.281], [0.315, 0.685, 2.673], [-0.377, 2.219, 1.049], [0.636, 1.338, -0.220]], "lowdin_charge": [-0.80, -0.09, -0.04, -0.03, -0.02, -0.13, -0.25, -0.02, 0.06, 0.06, 0.07, 0.08, 0.05, 0.05]}

Q) {"formula": "C4H9S", "method": "ωB97M-V/def2-TZVPD", "gap_ev": 6.82, "total_charge": -1, "e_homo_ev": -2.59, "e_lumo_ha": 0.1555, "symbols": ["C", "C", "C", "C", "H", "H", "H", "H", "H", "H", "H", "H", "S", "H"], "positions_angstrom": [[-0.144, 2.061, 0.135], [-0.892, 1.006, 0.892], [-1.125, -0.188, 0.330], [-1.233, -1.505, 1.031], [0.000, 1.808, -0.914], [-0.651, 3.039, 0.222], [0.867, 2.190, 0.541], [-1.011, 1.126, 1.971], [-1.012, -0.286, -0.745], [-1.307, -1.365, 2.119], [-2.042, -2.149, 0.672], [-0.291, -2.038, 0.821], [1.519, -0.671, -1.115], [2.573, -0.805, -1.964]], "lowdin_charge": [-0.18, -0.21, -0.30, -0.14, 0.03, 0.05, 0.06, 0.08, 0.03, 0.06, 0.06, 0.04, -0.13, -0.46]}

Short version: P) is the least stable of them.

P) {"formula": "C3H4BrN", "method": "ωB97M-V/def2-TZVPD", "smiles": "[H]/N=C(\\Br)C=C", "gap_ev": 9.82, "e_homo_ev": -9.96, "e_lumo_ha": -0.0050, "symbols": ["C", "C", "C", "N", "Br", "H", "H", "H", "H"], "positions_angstrom": [[-0.824, 1.266, -0.125], [-0.699, 0.051, 0.324], [0.466, -0.646, -0.053], [0.614, -2.019, -0.108], [2.108, 0.480, 0.028], [-1.725, 1.824, 0.042], [-0.130, 1.724, -0.811], [-1.430, -0.435, 0.832], [1.620, -2.246, -0.131]], "lowdin_charge": [0.00, -0.24, -0.67, 0.06, 0.64, 0.07, 0.04, 0.08, 0.02]}

Q) {"formula": "C3H4BrN", "method": "ωB97M-V/def2-TZVPD", "gap_ev": [8.75, 8.75], "e_homo_ev": [-9.16, -9.17], "e_lumo_ha": [-0.0153, -0.0153], "symbols": ["C", "C", "C", "N", "Br", "H", "H", "H", "H"], "positions_angstrom": [[1.609, -0.643, -0.236], [0.726, 0.464, -0.548], [-1.205, -0.165, 0.361], [2.000, -1.634, 0.227], [-1.758, 1.391, 1.258], [0.841, 1.251, 0.174], [0.233, 0.513, -1.501], [-0.885, -1.046, 0.935], [-1.562, -0.132, -0.670]], "lowdin_charge": [-0.30, -0.07, -0.52, 0.12, 0.63, 0.04, 0.06, 0.04, 0.01]}

Short version: Q) is the least stable of them.

P) {"formula": "C3H3Cl2NS", "method": "ωB97M-V/def2-TZVPD", "smiles": "S/C(Cl)=N\\C=C\\Cl", "gap_ev": 9.01, "e_homo_ev": -8.96, "e_lumo_ha": 0.0020, "symbols": ["C", "C", "C", "N", "S", "Cl", "Cl", "H", "H", "H"], "positions_angstrom": [[-0.670, 0.827, -0.419], [-1.503, 0.063, 0.343], [1.619, 0.080, -0.133], [0.686, 0.952, -0.238], [1.614, -1.699, 0.290], [-3.148, 0.167, 0.282], [3.247, 0.705, -0.085], [-0.971, 1.342, -1.345], [-1.091, -0.689, 0.980], [0.217, -1.748, 0.325]], "lowdin_charge": [-0.24, -0.66, -1.09, -0.04, 0.73, 0.68, 0.60, 0.12, 0.03, -0.13]}

Q) {"formula": "C3H3Cl2NS", "method": "ωB97M-V/def2-TZVPD", "smiles": "[H]/N=C(\\Cl)[C@@H](Cl)C=S", "gap_ev": 8.42, "e_homo_ev": -9.42, "e_lumo_ha": -0.0365, "symbols": ["C", "C", "C", "N", "S", "Cl", "Cl", "H", "H", "H"], "positions_angstrom": [[0.662, -0.008, -0.271], [1.080, 0.043, 1.166], [-0.819, -0.025, -0.539], [-1.525, 0.971, -0.400], [0.020, -0.563, 2.250], [-1.477, -1.693, -0.788], [1.459, 1.066, -1.469], [0.959, -0.977, -0.738], [2.088, 0.540, 1.424], [-2.448, 0.647, -0.635]], "lowdin_charge": [-0.83, -0.61, -0.87, 0.14, 0.73, 0.60, 0.61, 0.07, 0.09, 0.06]}

Short version: P) is the least stable of them.

P) {"formula": "C2H3N3OS2", "method": "ωB97M-V/def2-TZVPD", "gap_ev": 7.83, "e_homo_ev": -7.84, "e_lumo_ha": -0.0005, "symbols": ["C", "C", "H", "H", "H", "N", "N", "N", "O", "S", "S"], "positions_angstrom": [[-0.151, 0.387, -0.121], [1.209, 1.879, 0.228], [-3.318, -1.184, -0.533], [1.584, 2.807, 0.263], [0.762, -1.615, 1.388], [-1.212, -0.343, -0.462], [-0.012, 1.703, 0.176], [1.071, -0.109, -0.505], [2.020, 0.855, -0.117], [-2.746, -0.098, 0.151], [1.467, -1.727, 0.144]], "lowdin_charge": [-0.61, -0.17, -0.12, 0.11, -0.07, -0.38, 0.18, -0.37, -0.02, 0.66, 0.79]}

Q) {"formula": "C2H3N3OS2", "method": "ωB97M-V/def2-TZVPD", "gap_ev": 8.52, "e_homo_ev": -8.44, "e_lumo_ha": 0.0027, "symbols": ["C", "C", "N", "N", "N", "O", "S", "S", "H", "H", "H"], "positions_angstrom": [[2.398, -1.174, -0.718], [-0.051, -1.196, 1.848], [2.531, -1.672, 0.318], [0.633, -2.052, 2.289], [0.885, 0.762, -1.437], [-0.889, -0.539, 1.404], [-0.691, 0.493, -1.135], [1.925, -0.287, -2.048], [-1.397, 1.459, -1.755], [1.654, -2.017, 2.498], [-0.973, 1.238, 0.010]], "lowdin_charge": [-0.62, -0.46, 0.08, 0.18, -0.90, 0.05, 0.87, 0.76, -0.06, 0.10, -0.01]}

Short version: P) is the least stable of them.